1.
Formula: C46H58O4PdSe
Source: OMol25
Level of theory: ωB97M-V/def2-TZVPD

Structure (XYZ):
```
110
Properties=species:S:1:pos:R:3:forces:R:3:mulliken_spin:R:1
Pd 0.010474 -0.996380 -3.070783 0.00 0.46 -0.51 1.244
C 2.971673 -0.591802 -4.160360 0.14 -0.14 0.12 0.005
O 2.354361 -0.991782 -2.929666 -0.33 0.22 0.04 0.026
C 2.741896 -0.406763 -1.728126 0.17 -0.04 -0.09 0.052
C 2.853917 -1.282320 -0.650834 0.07 -0.07 0.06 0.002
C 2.570386 -2.758349 -0.792242 -0.06 0.06 -0.02 -0.011
C 1.247885 -3.295725 -0.296060 0.01 -0.13 0.03 0.142
C 1.210706 -4.563574 0.237030 -0.07 0.02 0.08 -0.102
C 0.006563 -5.211250 0.545969 0.01 0.01 -0.02 0.064
C -1.203485 -4.553249 0.241431 0.04 -0.01 0.05 -0.079
C -1.246075 -3.293407 -0.290165 -0.02 -0.12 0.03 0.155
C -2.570882 -2.754638 -0.782655 0.06 0.07 -0.01 -0.012
C -2.849733 -1.276367 -0.654422 -0.07 -0.07 0.07 0.003
C -3.271471 -0.773354 0.566884 0.03 -0.04 0.09 0.004
C -3.581632 0.570360 0.740247 -0.01 -0.03 0.01 0.005
C -3.405497 1.399817 -0.356199 0.05 0.08 -0.01 -0.006
C -2.942499 0.954587 -1.592406 0.05 0.09 0.01 -0.012
C -2.526070 2.022714 -2.590060 -0.08 0.00 0.09 -0.003
C -1.194551 2.602189 -2.172827 -0.13 0.08 0.00 0.021
C -1.185444 3.683736 -1.295683 -0.07 -0.03 -0.01 -0.016
C -0.015749 4.257274 -0.824002 0.00 0.03 -0.01 0.028
C 1.168181 3.688537 -1.282014 0.09 -0.04 0.01 -0.023
C 1.200460 2.610718 -2.153482 0.12 0.06 -0.02 0.022
C 2.540559 2.037693 -2.555266 0.06 -0.02 0.11 -0.002
C 2.949129 0.958562 -1.564566 -0.06 0.10 0.01 -0.015
C 3.409040 1.390042 -0.321801 -0.05 0.08 -0.03 -0.006
C 3.587414 0.547225 0.764554 0.02 -0.04 0.01 0.007
C 3.274659 -0.793511 0.576009 -0.02 -0.04 0.08 0.000
C 4.059111 1.114516 2.102490 -0.03 -0.01 0.00 0.000
C 2.990801 2.079642 2.635926 -0.01 0.01 0.00 0.001
C 5.377868 1.873528 1.907578 0.04 0.00 0.00 0.000
C 4.289111 0.017619 3.143223 -0.02 0.00 0.00 0.000
C 0.004989 2.038661 -2.640335 0.02 -0.12 -0.25 -0.005
O 0.016142 1.072776 -3.567443 0.01 0.00 0.55 0.130
C 0.016093 5.452030 0.129601 0.00 -0.05 0.00 0.003
C -1.389050 5.906751 0.524757 -0.01 -0.01 0.01 0.001
C 0.732378 6.630414 -0.542877 0.00 0.02 -0.02 0.003
C 0.771181 5.066520 1.409725 0.00 -0.02 0.00 0.001
C -2.732118 -0.411516 -1.739830 -0.17 -0.05 -0.08 0.048
O -2.335330 -1.005049 -2.934203 0.32 0.21 0.04 0.024
C -2.949703 -0.615520 -4.169721 -0.14 -0.15 0.11 0.006
C -4.045197 1.158631 2.071831 0.01 0.00 -0.02 0.000
C -2.976785 2.138842 2.578528 0.02 0.01 0.00 0.001
C -4.261487 0.080151 3.134297 0.03 0.00 0.00 0.000
C -5.368723 1.908580 1.873805 -0.04 0.00 0.01 0.001
C 0.002734 -2.581365 -0.487056 0.00 0.10 0.03 0.272
O 0.003793 -1.375650 -0.835488 0.00 0.01 0.20 0.337
C -0.039054 -6.619736 1.122760 0.00 0.02 -0.01 0.052
C 1.353832 -7.163916 1.443617 0.00 0.00 -0.01 0.007
C -0.702095 -7.550902 0.094142 0.00 0.00 0.00 0.023
C -0.867601 -6.612701 2.416084 -0.01 0.02 0.02 0.025
H 3.951386 -0.158725 -3.961502 0.01 0.03 0.00 0.002
H 2.337003 0.110061 -4.693373 -0.05 0.04 -0.03 -0.014
H 3.083147 -1.499536 -4.750891 0.01 -0.02 -0.02 0.020
H 3.355207 -3.309576 -0.272197 0.04 -0.03 -0.01 0.008
H 2.640049 -3.035377 -1.846396 -0.01 0.00 -0.06 0.023
H 2.152595 -5.071236 0.400931 -0.04 -0.02 -0.01 0.001
H -2.143903 -5.068153 0.407644 0.05 -0.02 -0.01 0.001
H -3.353771 -3.298068 -0.251525 -0.04 -0.03 -0.01 0.007
H -2.649364 -3.040885 -1.833408 0.01 0.00 -0.06 0.020
H -3.355680 -1.469664 1.393640 -0.02 0.03 -0.03 0.000
H -3.575399 2.466264 -0.250077 -0.02 -0.06 0.00 -0.001
H -3.272916 2.818543 -2.566178 -0.03 -0.01 -0.03 0.001
H -2.460498 1.665598 -3.608132 0.03 -0.05 -0.04 -0.001
H -2.143169 4.085635 -0.984204 0.03 -0.01 -0.04 -0.001
H 2.117323 4.103825 -0.952734 -0.03 -0.01 -0.04 -0.001
H 3.284733 2.835247 -2.514471 0.03 -0.01 -0.02 0.001
H 2.489100 1.690753 -3.577379 -0.03 -0.06 -0.05 -0.001
H 3.580196 2.455044 -0.203597 0.01 -0.05 0.01 -0.002
H 3.358515 -1.499432 1.394619 0.02 0.03 -0.03 -0.001
H 2.842571 2.921693 1.956915 0.00 -0.06 0.03 -0.001
H 3.288291 2.476190 3.610833 0.00 0.00 -0.03 0.000
H 2.031062 1.569290 2.747665 0.03 0.02 0.00 0.000
H 5.268824 2.702135 1.205682 0.00 -0.03 0.02 0.000
H 6.154461 1.206693 1.524825 -0.02 0.03 0.01 0.000
H 5.717533 2.284906 2.861964 -0.01 -0.01 -0.03 0.000
H 3.362668 -0.506857 3.389259 0.03 0.01 -0.01 0.000
H 4.670014 0.465371 4.063636 -0.01 -0.01 -0.02 0.000
H 5.021594 -0.715310 2.796717 -0.01 0.01 0.02 0.000
H -1.967317 6.224541 -0.345752 0.00 0.00 0.03 0.000
H -1.318677 6.755519 1.208933 -0.01 -0.02 -0.02 0.000
H -1.939080 5.111154 1.034972 0.02 0.03 -0.02 0.000
H 0.207879 6.926477 -1.454050 0.02 0.01 0.02 0.000
H 1.757536 6.371716 -0.815023 -0.03 0.01 0.01 0.000
H 0.767753 7.491425 0.131167 0.00 -0.03 -0.02 0.000
H 0.300599 4.203179 1.886883 0.02 0.02 0.00 0.000
H 0.772195 5.898577 2.119936 0.01 -0.02 -0.03 0.000
H 1.809975 4.806313 1.195544 -0.04 0.02 0.00 0.000
H -3.930081 -0.181327 -3.976922 -0.01 0.03 0.00 0.002
H -3.059164 -1.527907 -4.753493 -0.01 -0.02 -0.02 0.019
H -2.314451 0.082792 -4.706734 0.05 0.03 -0.04 -0.014
H -2.013694 1.635139 2.690770 -0.02 0.02 0.00 0.000
H -3.267536 2.551274 3.548766 0.00 0.00 -0.03 0.000
H -2.839877 2.970000 1.882451 0.01 -0.04 0.03 -0.001
H -3.330940 -0.436658 3.381105 -0.03 0.01 -0.02 0.000
H -4.994428 -0.661379 2.807828 0.01 0.02 0.02 0.000
H -4.635663 0.543165 4.049921 0.01 -0.02 -0.02 0.000
H -5.268440 2.724940 1.156464 0.00 -0.03 0.02 0.000
H -5.703026 2.335402 2.823308 0.01 -0.01 -0.03 0.000
H -6.145194 1.231761 1.508845 0.02 0.03 0.01 0.000
H 1.963661 -7.271732 0.544074 -0.01 0.01 0.03 0.000
H 1.256964 -8.151743 1.896919 0.01 0.01 -0.01 0.000
H 1.885159 -6.522032 2.149714 -0.01 -0.02 -0.01 -0.001
H -0.154121 -7.536789 -0.850477 -0.01 -0.01 0.03 -0.001
H -1.733572 -7.258031 -0.108785 0.03 -0.01 0.00 -0.003
H -0.709319 -8.575610 0.472783 -0.01 0.02 -0.01 0.003
H -0.421892 -5.947862 3.159489 -0.01 -0.02 -0.02 -0.001
H -0.905206 -7.620179 2.835959 0.00 0.01 -0.01 0.002
H -1.893224 -6.284430 2.241000 0.03 -0.01 0.01 -0.001
Se 0.016526 -2.855467 -4.483727 0.00 -0.26 -0.21 1.514
```
Forces are in eV/Å.

The LUMO energy (alpha / beta) is 0.42 / -2.01 eV. As for the frontier orbital gap (alpha / beta): 0.274 / 0.185 Ha. Its spin multiplicity is 5. The value obtained for the HOMO energy (alpha / beta) is -7.03 / -7.03 eV. Its net charge is 0.

2.
Formula: C5H8O2
Source: OMol25
Level of theory: ωB97M-V/def2-TZVPD

Structure (XYZ):
```
15
Properties=species:S:1:pos:R:3:forces:R:3:mulliken_charge:R:1
C 1.658265 1.670563 0.011330 0.23 -0.41 -0.28 -0.111
C 1.668884 0.501651 -0.277353 -0.06 0.54 0.12 -0.074
C 1.416038 -0.903682 -0.626121 0.24 -0.06 -0.15 -0.586
O 0.228633 -1.397103 -0.055934 0.02 0.01 0.17 -0.366
C -0.974966 -0.725819 -0.418490 -0.19 0.11 -0.02 -0.486
C -1.555566 0.073812 0.746010 -0.28 -0.31 -0.05 -0.422
O -0.964219 1.327020 0.990288 0.05 0.02 0.15 -0.511
H 1.563552 2.709204 0.237930 0.19 -0.10 -0.02 0.390
H 1.396637 -0.994992 -1.719652 -0.04 0.05 0.01 0.313
H 2.218074 -1.553872 -0.269847 -0.05 0.12 0.03 0.308
H -0.826162 -0.084072 -1.297241 0.02 -0.05 0.14 0.305
H -1.690314 -1.512818 -0.685688 0.04 0.11 0.03 0.360
H -2.611857 0.281664 0.534995 0.16 -0.12 0.03 0.349
H -1.496622 -0.565532 1.639837 -0.12 0.05 -0.11 0.275
H -0.030382 1.173970 1.189932 -0.21 0.05 -0.05 0.256
```
Forces are in eV/Å.

The LUMO energy is 0.98 eV. As for the frontier orbital gap: 0.391 Ha. The SMILES is C#CCOCCO. The value obtained for the HOMO energy is -9.67 eV. Its net charge is 0.

3.
Formula: H16O8
Source: OMol25
Level of theory: ωB97M-V/def2-TZVPD

Structure (XYZ):
```
24
Properties=species:S:1:pos:R:3:forces:R:3:mulliken_charge:R:1
O -0.573670 -0.031186 0.152321 2.79 0.45 1.64 -0.602
H -0.189263 -0.546636 -0.570421 0.03 0.08 0.09 0.290
H 0.274636 0.177330 0.722599 -2.47 -0.49 -1.74 0.327
O -2.488561 -2.446740 -0.370799 -2.72 -2.87 1.95 -0.592
H -1.838253 -1.972392 -0.776158 2.76 2.16 -1.34 0.240
H -2.186786 -2.651504 0.533227 -0.12 0.49 -0.70 0.328
O -0.690766 3.785570 -1.945213 1.24 -3.61 1.11 -0.610
H -1.034217 2.932354 -2.313117 0.43 1.29 0.54 0.321
H -1.133285 4.457190 -2.367595 -1.68 2.34 -1.61 0.291
O 2.824738 1.378700 -1.705775 1.30 2.35 3.20 -0.595
H 2.668282 0.742660 -2.325881 -0.62 -2.70 -2.64 0.296
H 3.563398 1.047996 -1.155106 -0.67 0.33 -0.58 0.296
O -0.444127 1.847881 3.085234 1.02 -2.70 0.61 -0.631
H -0.971254 2.489466 2.683364 -1.31 1.64 -1.11 0.312
H -0.743522 0.993499 2.695865 0.25 1.00 0.42 0.309
O 0.578113 -3.343416 -1.435356 -0.41 0.19 -2.23 -0.657
H 0.489095 -3.279635 -2.438888 0.35 -0.08 1.98 0.334
H -0.193825 -3.879263 -1.216519 -0.03 0.01 0.24 0.322
O -3.586792 -0.048463 0.681417 2.72 2.66 3.05 -0.556
H -3.843252 0.366704 1.554666 0.00 -0.93 -1.82 0.293
H -4.285529 -0.472135 0.290051 -2.85 -1.58 -1.08 0.282
O 4.444282 -1.045194 1.790840 -0.36 0.22 -2.56 -0.630
H 4.284255 -1.076509 0.792163 0.24 -0.43 2.05 0.311
H 4.633786 -0.106331 1.870406 0.11 0.19 0.53 0.322
```
Forces are in eV/Å.

The LUMO energy is 0.03 eV. As for the frontier orbital gap: 0.402 Ha. The SMILES is O.O.O.O.O.O.O.O. The value obtained for the HOMO energy is -10.90 eV. Its net charge is 0.